1.
Formula: C20H52O10
Source: the Open Molecules 2025 dataset
Level of theory: wB97M-V/def2-TZVPD

As for the multiplicity: 2. The total charge is -1. As for the expectation value of S²: 0.751. For the HOMO energy (alpha / beta), the calculation gives 0.61 / -7.40 eV. Its gap between HOMO and LUMO (alpha / beta) is 0.0682 / 0.3621 Eh.

Last column: Mulliken charge in e.
Atoms and positions in Å:
C: 0.3157 1.2512 0.0718  0.27
C: 0.9303 -0.0241 0.4846  0.15
C: 0.1308 -0.7025 1.5099  -0.06
O: -0.4741 0.3341 2.1855  -0.55
C: -0.5799 1.5232 1.3151  0.70
H: -0.3584 1.0377 -0.7578  -0.69
H: 0.9543 2.0383 -0.3293  0.70
H: 1.9692 -0.0206 0.8144  -0.42
H: 0.9392 -0.7109 -0.3617  0.23
H: 0.6863 -1.2364 2.2809  0.23
H: -0.7276 -1.2480 1.1180  0.22
H: -0.2432 2.5115 1.6283  -0.76
H: -1.6279 1.6848 1.0627  0.28
C: -1.4394 5.2328 2.6116  -0.66
C: -2.5174 4.8055 3.7088  -0.64
C: -2.2496 5.6855 4.8824  -0.45
O: -1.2326 6.6190 4.4858  -0.37
C: -1.1918 6.7127 3.0662  -0.47
H: -1.7575 5.2570 1.5693  0.63
H: -0.5650 4.5864 2.6872  -0.10
H: -2.4877 3.7260 3.8566  0.20
H: -3.5134 4.9914 3.3070  0.45
H: -2.0164 5.1227 5.7863  0.35
H: -3.2175 6.1411 5.0915  0.22
H: -0.2298 7.1983 2.9024  0.31
H: -1.9520 7.4495 2.8064  0.27
C: 4.6218 1.2479 3.4286  -0.59
O: 5.0795 0.2393 2.6019  -0.46
H: 5.3429 1.3021 4.2442  0.28
H: 4.3054 2.1321 2.8751  0.30
H: 3.6353 0.9855 3.8106  0.15
H: 4.3676 0.0077 2.0009  0.24
C: -0.1315 1.8209 4.9134  -0.70
O: -0.0690 0.4038 4.9765  -0.61
H: 0.4476 2.1987 5.7560  0.45
H: 0.3720 2.2981 4.0726  0.10
H: -1.1453 2.1772 5.0961  0.26
H: -0.2831 0.0999 4.0914  0.41
C: -0.0708 -3.3051 -2.2640  -0.42
O: -0.7016 -3.4484 -1.0277  -0.35
H: 1.0142 -3.4027 -2.3005  0.05
H: -0.5832 -3.8980 -3.0217  0.41
H: 0.0249 -2.2553 -2.5414  0.02
H: -1.6370 -3.2805 -1.1632  0.26
C: -4.1265 -0.2384 1.5260  -1.57
O: -4.5431 -0.5383 0.2074  0.05
H: -4.9637 -0.2520 2.2239  0.36
H: -3.3984 -0.9677 1.8811  0.18
H: -3.6251 0.7290 1.5534  0.29
H: -5.4277 -0.2189 0.0145  0.19
C: -1.5859 0.3809 -3.4736  -1.09
O: -1.7988 -0.5674 -4.5690  -0.20
C: -3.1506 -0.8136 -4.7650  -0.48
C: -3.6599 -0.1505 -6.0585  -0.62
O: -3.1173 -0.8999 -7.1305  -0.25
C: -3.5464 -0.5082 -8.4296  -0.77
H: -2.1440 1.3006 -3.6489  0.61
H: -0.5785 0.7889 -3.3915  0.15
H: -1.8448 -0.0738 -2.5174  0.13
H: -3.6468 -0.5367 -3.8348  0.42
H: -3.3108 -1.8787 -4.9325  0.25
H: -3.3211 0.8832 -5.9888  0.26
H: -4.7397 -0.1103 -6.2020  0.44
H: -3.1019 -1.1014 -9.2288  0.24
H: -3.1633 0.4840 -8.6682  0.32
H: -4.6357 -0.4837 -8.4574  0.30
C: 6.6534 -5.3536 -2.0560  -0.87
O: 5.7162 -4.9584 -1.0794  -0.24
C: 4.3887 -4.9691 -1.4454  -0.54
C: 3.6581 -4.6719 -0.1263  -0.55
O: 3.8454 -3.2462 0.1893  -0.31
C: 2.9797 -2.7377 1.2125  -0.26
H: 6.6804 -4.7151 -2.9391  0.32
H: 6.5281 -6.3886 -2.3741  0.33
H: 7.6738 -5.4537 -1.6861  0.28
H: 3.9634 -5.9082 -1.7994  0.38
H: 4.1637 -4.1671 -2.1484  0.30
H: 4.0090 -5.2308 0.7412  0.32
H: 2.6145 -4.9286 -0.3085  0.42
H: 3.3112 -1.7018 1.2841  -0.25
H: 3.1802 -3.2450 2.1561  0.38
H: 1.9300 -2.8407 0.9373  0.24

---

2.
Formula: C33H37F5KN5O7S3Si
Source: the Open Molecules 2025 dataset
Level of theory: wB97M-V/def2-TZVPD

As for the multiplicity: 1. The total charge is -2. For the HOMO energy, the calculation gives -2.57 eV. Its gap between HOMO and LUMO is 0.2295 Eh.

Last column: Mulliken charge in e.
Atoms and positions in Å:
K: 0.3218 -0.0146 2.9800  0.96
O: -4.7919 2.2205 4.6876  -0.60
C: -4.7609 2.4141 3.3850  0.47
O: -5.5909 3.0958 2.8116  -0.69
C: -3.6628 1.7555 2.6348  0.67
C: -3.4534 1.9824 1.2868  -1.08
N: -2.4008 1.2476 0.9190  0.79
N: -1.8871 0.5588 1.9426  -0.85
C: -2.6364 0.8452 3.0009  0.44
C: -2.2702 0.2753 4.3661  0.69
O: -2.8763 0.7920 5.3501  -0.83
O: -1.4042 -0.6083 4.4167  -0.84
H: -4.0278 1.5791 4.9700  0.47
H: -3.9957 2.6033 0.5956  0.49
H: -1.8881 1.2473 0.0186  -0.44
N: 1.1325 4.9253 2.6519  0.06
C: 0.2606 5.2317 3.6788  0.48
C: -0.0855 6.4228 4.3057  -1.21
C: -1.0423 6.3423 5.3011  -0.27
C: -1.6325 5.1217 5.6609  -0.78
C: -1.2800 3.9388 5.0409  -0.41
C: -0.3158 4.0050 4.0366  0.40
N: 0.1906 2.9885 3.2440  0.05
C: 1.0297 3.5733 2.4335  0.01
C: 1.7253 2.8957 1.3399  -0.47
C: 2.6004 3.4308 0.4412  -0.51
S: 3.0068 2.2440 -0.7226  -0.29
C: 1.9704 1.1286 0.0660  -0.92
N: 1.3976 1.5866 1.1305  0.74
H: 1.6659 5.5697 2.1015  0.20
H: 0.3602 7.3699 4.0276  0.36
H: -1.3504 7.2472 5.8103  0.36
H: -2.3919 5.1080 6.4317  0.42
H: -1.7348 2.9914 5.3034  0.39
H: 3.0091 4.4266 0.4070  0.37
H: 1.8076 0.1445 -0.3422  0.91
F: 5.1434 -6.4514 3.5885  -0.34
C: 4.8080 -5.1905 3.2648  0.70
C: 3.4814 -4.8266 3.1154  -0.23
F: 2.5221 -5.7442 3.2988  -0.33
C: 3.1531 -3.5267 2.7808  0.07
F: 1.8468 -3.2580 2.6659  -0.32
C: 4.1007 -2.5166 2.5729  0.29
S: 3.6743 -0.8910 2.1321  -0.43
C: 5.4282 -2.9354 2.7394  0.23
F: 6.4364 -2.0694 2.5681  -0.35
C: 5.7835 -4.2276 3.0735  0.13
F: 7.0777 -4.5629 3.2128  -0.32
C: -0.4593 1.2695 -5.6759  -1.67
C: 0.3836 0.0817 -5.2069  1.65
C: 1.7118 0.5727 -4.6278  -1.30
C: 0.6442 -0.8748 -6.3676  -1.77
O: -0.3724 -0.6641 -4.2501  -0.09
Si: -0.4646 -0.4702 -2.5891  -0.36
S: -0.7723 1.4465 -1.9782  -0.84
O: -1.5953 -1.6089 -2.1683  0.52
C: -2.9754 -1.7804 -2.4569  1.62
C: -3.1852 -1.9502 -3.9612  -1.61
C: -3.7849 -0.5948 -1.9349  -1.52
C: -3.3816 -3.0574 -1.7239  -1.82
O: 0.9410 -1.0883 -1.9504  0.75
C: 1.3932 -2.4432 -1.7754  1.71
C: 1.0240 -3.3095 -2.9789  -1.49
C: 0.7837 -2.9964 -0.4900  -1.11
C: 2.9132 -2.3681 -1.6383  -1.51
H: 0.0912 1.8776 -6.3997  0.45
H: -0.7249 1.8852 -4.8179  0.27
H: -1.3787 0.9126 -6.1472  0.33
H: 2.3272 1.0105 -5.4196  0.53
H: 2.2577 -0.2569 -4.1792  0.12
H: 1.5394 1.3212 -3.8555  0.26
H: 1.1555 -0.3657 -7.1883  0.41
H: -0.3029 -1.2734 -6.7355  0.29
H: 1.2625 -1.7114 -6.0376  0.36
H: -2.8237 -1.0780 -4.5025  0.22
H: -4.2483 -2.0894 -4.1772  0.47
H: -2.6334 -2.8191 -4.3240  0.33
H: -3.4152 0.3387 -2.3567  0.25
H: -3.7005 -0.5265 -0.8490  0.30
H: -4.8401 -0.7142 -2.1956  0.46
H: -2.8047 -3.9053 -2.0973  0.38
H: -4.4453 -3.2644 -1.8666  0.41
H: -3.1871 -2.9526 -0.6563  0.34
H: -0.0546 -3.3937 -3.0849  0.03
H: 1.4466 -4.3104 -2.8548  0.55
H: 1.4218 -2.8719 -3.8957  0.12
H: -0.2981 -2.8879 -0.5121  -0.04
H: 1.1844 -2.4589 0.3702  -0.02
H: 1.0286 -4.0554 -0.3673  0.50
H: 3.3576 -1.9738 -2.5557  0.38
H: 3.3311 -3.3595 -1.4469  0.40
H: 3.1958 -1.7283 -0.7993  0.10

---

3.
Formula: C3H9IN3
Source: the Open Molecules 2025 dataset
Level of theory: wB97M-V/def2-TZVPD

As for the multiplicity: 1. For the relative energy (zero: lowest compared OMol25 entry of this formula, charge and spin), the calculation gives 307.1 kJ/mol. The total charge is +1. For the HOMO energy, the calculation gives -13.60 eV. Its gap between HOMO and LUMO is 0.2988 Eh.

Last column: Mulliken charge in e.
Atoms and positions in Å:
C: 0.1733 -0.2027 -1.1428  -0.92
C: 0.4901 1.1985 -0.5395  -0.38
C: -0.2044 -1.0950 0.0352  0.58
N: 0.5587 -0.7989 1.1551  -0.49
N: -1.6038 -0.6515 0.3753  -0.56
N: 0.3052 1.1123 0.9811  -0.35
I: 2.4589 -1.1727 1.2550  0.36
H: -0.7102 -0.2168 -1.7567  0.37
H: 1.0802 -0.4204 -1.6338  0.34
H: 1.5068 1.5391 -0.8631  0.38
H: -0.3025 1.8600 -0.8416  0.31
H: -0.0483 -2.1665 -0.4051  0.30
H: -2.1119 -0.8010 -0.4664  0.20
H: -2.0366 -1.0377 1.1929  0.22
H: 1.0445 1.6398 1.4830  0.33
H: -0.5999 1.2137 1.1715  0.31

---

What are the electronic energy values for these records? In order: -1545.2929 -4663.9411 -581.2942 a.u..